The following is a DFT calculation (ωB97M-V/def2-TZVPD) of 2 unconnected molecules or ions with the total composition C2H8N2O in a non-equilibrium geometry.

Orbital gap: 9.94 eV
E_LUMO: 1.06 eV

Geometry as XYZ:
```
13
C2H8N2O ωB97M-V/def2-TZVPD
C -2.7201 -0.1563 0.1541
O -2.0937 -0.8423 0.8992
H -2.6748 -0.2874 -0.9462
H -3.2768 0.7385 0.4850
N 2.0863 -0.3733 -0.7374
C 0.8542 -0.3258 0.0151
N 0.4032 1.1171 0.1543
H 2.3152 -1.2888 -1.0944
H 2.8428 -0.0390 -0.1572
H 0.0533 -0.8025 -0.5483
H 0.8117 -0.6694 1.0506
H 0.3123 1.3254 1.1358
H 1.0865 1.6038 -0.4107
```